# 1
110
Properties=species:S:1:pos:R:3:forces:R:3 method="wB97M-V/def2-TZVPD" total_energy_ha=-10197.39454 e_above_lowest_kj_mol=124.64 lumo_energy_ha=-0.466 charge=+4 gap_ev=3.1
Se -3.1111 -4.5067 1.0410 -1.4 -0.6 -0.6
Ge 1.0860 -3.4562 2.2873 -0.9 -0.2 -0.1
Ge -5.1721 0.3915 -0.8102 -2.0 1.2 2.2
Ti -1.2374 0.6103 1.7818 -0.4 -2.5 -2.1
F 5.0390 0.4566 -0.1902 -0.9 0.4 -0.6
O -2.5518 -0.3952 0.5565 2.0 0.7 2.3
O 0.0873 4.3098 1.1696 -1.2 -2.1 0.8
O -1.7200 -0.5252 3.4636 1.8 1.7 1.8
O -1.3957 -0.6488 5.7856 0.5 0.6 -3.7
O 0.1911 -0.3286 0.8814 -1.3 1.9 0.5
O -1.1722 2.3723 1.1029 0.3 -1.3 0.7
O -3.3423 0.4470 -1.2760 2.6 -0.5 -0.5
N 5.2283 1.9093 -2.5842 -0.1 0.0 0.0
N 0.4499 0.8827 -3.1118 -1.0 -0.1 0.8
N -0.2396 1.5259 3.2638 -0.7 1.4 1.1
N -0.7378 -3.0205 1.6679 1.0 0.7 0.0
N 7.6830 1.9767 -3.5915 -0.1 0.1 0.5
C -0.3712 -6.9719 5.1337 -0.2 0.1 0.1
C -7.6607 3.8169 -2.9733 0.3 0.1 -0.4
C 6.6162 2.1721 -4.6665 0.1 0.4 0.3
C 1.1924 0.5993 -5.5988 -1.2 0.2 0.7
C 3.4102 -4.4123 -1.6920 0.1 0.4 0.0
C -6.6129 1.6592 -2.9418 0.3 -0.6 0.1
C -5.1588 1.8864 1.7809 0.9 0.1 -0.5
C -0.3259 3.2877 1.6718 1.2 1.8 -1.7
C 7.5007 2.8985 -2.4025 0.7 0.8 -0.9
C 2.7379 0.2434 -0.3121 0.8 1.3 -0.4
C -1.7232 -3.5885 1.3138 1.3 0.3 1.0
C -0.3160 0.4619 -5.4470 -0.2 0.6 -0.4
C 1.5212 0.4181 -0.9876 -0.5 -1.4 -0.9
C -6.8866 4.1835 -1.8813 -0.6 0.8 0.9
C 1.4011 -4.4430 -0.3846 0.6 0.1 -0.5
C -6.2954 -0.1014 3.3337 -0.2 0.0 0.7
C 6.2221 2.5602 -1.6702 -0.4 -1.3 0.4
C -0.7731 0.6019 -2.5505 1.9 0.1 0.2
C -6.1086 1.1618 3.8809 0.7 0.2 -0.6
C 0.4492 1.3413 -4.5025 0.0 -0.5 -0.3
C 3.8841 0.7550 -0.8775 1.0 -1.2 1.9
C 0.5299 -6.2622 2.9905 -0.1 0.1 0.4
C 2.0869 -4.7899 -1.5631 -0.5 0.2 0.1
C 1.6475 0.8132 -2.3850 -1.2 0.9 2.1
C 0.6973 3.5899 3.9777 1.0 -0.7 0.9
C 0.6673 -4.9440 3.4517 0.3 -0.7 0.6
C -2.3247 0.0502 -0.5903 -1.6 0.7 -2.8
C 3.3191 -3.1399 0.3667 0.0 -0.1 0.4
C -0.9263 0.1949 -1.2165 0.0 -0.1 1.3
C 0.4210 -4.7102 4.8283 0.5 1.2 -1.3
C -7.4781 2.5702 -3.5389 0.0 -0.6 0.0
C -5.9701 1.9303 -1.7150 -0.4 0.1 -0.5
C -5.8510 -0.3870 2.0451 -0.4 0.0 0.1
C -0.2997 1.0217 4.5419 2.6 3.0 -0.9
C -5.4835 2.1486 3.1022 -0.1 -0.9 0.3
C 0.8253 3.0138 5.2660 -0.2 0.7 -0.3
C -0.0385 -7.2580 3.8037 0.0 0.7 0.5
C -0.0417 -5.6971 5.6483 -0.7 -1.1 0.3
C 0.1164 2.8117 2.9979 0.0 -1.4 1.4
C -5.3390 0.6065 1.2300 0.3 0.5 -1.4
C 0.2448 0.0350 -0.3950 0.4 0.7 -1.9
C 4.0197 -3.5746 -0.7612 0.0 0.5 0.2
C 4.0079 1.4489 -2.0935 0.3 -0.5 -0.7
C 2.0313 -3.6726 0.5998 0.2 0.4 0.0
C 2.8388 1.4141 -2.8436 -1.3 0.4 -1.2
C -1.1445 -0.1115 4.5511 -3.2 -4.0 1.8
C 5.2533 2.3856 -3.9775 -0.4 0.3 0.4
C -6.1570 3.2313 -1.1904 0.6 -0.5 -0.1
C 0.3339 1.7414 5.5734 -1.6 -0.7 0.0
H 3.7705 -2.3956 1.0778 -0.3 -1.0 -0.6
H 5.7674 3.4042 -1.1459 0.3 0.2 -0.2
H -5.7599 3.5131 -0.2270 0.2 0.0 -0.1
H -0.7114 -0.5024 -5.0843 0.4 0.7 -0.2
H 1.1529 4.5456 3.7249 -0.6 0.1 0.2
H 0.2293 1.4174 6.6238 0.3 0.0 -0.7
H -6.7927 -0.8549 3.9575 0.4 0.1 -0.5
H -8.0259 2.2380 -4.4190 0.1 0.3 0.2
H 6.5154 1.8217 -0.9145 -0.4 0.2 -0.1
H 7.5225 3.8952 -2.8577 -0.1 -0.1 0.3
H -6.9674 5.2103 -1.4575 0.0 -1.0 -0.4
H -1.0001 1.0569 -6.0672 0.4 -0.8 -0.2
H 0.3674 -4.7058 -0.2468 -0.2 -0.3 0.0
H 7.6894 1.0077 -3.2524 -0.3 0.1 -0.2
H 6.6164 1.2381 -5.2113 0.1 0.0 -0.4
H -0.9205 -7.6975 5.7908 0.9 0.7 -0.8
H 1.6132 -5.2806 -2.4290 0.1 0.0 0.8
H 1.7936 -0.2636 -5.3615 0.1 0.0 -0.1
H 0.6256 -3.6976 5.2087 -0.1 -0.5 0.1
H 3.9595 -4.7080 -2.5688 0.1 -0.1 -0.2
H -1.9452 -1.4706 5.6945 0.2 0.6 0.1
H 5.0082 3.4460 -3.9821 -0.1 0.2 -0.2
H -8.3839 4.4924 -3.3997 0.0 0.2 -0.1
H -4.6457 2.6497 1.1697 -0.5 -0.2 0.5
H 2.8446 -0.2130 0.6553 -0.2 -0.2 0.2
H 8.4080 2.8074 -1.7749 -0.7 0.0 -0.2
H -0.2002 -5.4890 6.6973 -0.1 0.0 0.0
H 8.6291 2.1074 -3.9415 0.1 0.2 -0.4
H 2.7099 1.9489 -3.8016 0.4 -0.5 0.7
H -6.4743 0.6845 -3.4344 -0.1 0.4 0.3
H 0.8954 -6.5479 2.0148 -0.2 0.1 -0.3
H -5.7493 -0.9630 -1.1979 0.4 -0.1 -0.3
H 4.4575 1.8719 -4.5377 0.7 0.1 0.1
H -0.2271 -8.2324 3.3875 0.0 -0.2 0.0
H 1.5871 -2.2376 3.1312 -0.3 -0.1 -0.3
H -5.9267 -1.3911 1.6882 -0.2 -0.5 -0.3
H 1.5265 1.3018 -6.3372 0.4 -0.2 -0.4
H -5.1990 3.0612 3.5718 -0.1 0.8 0.1
H 0.4091 2.4241 -4.6812 -0.2 -0.4 0.7
H 6.8395 3.0669 -5.3286 0.1 -1.3 0.9
H -1.6461 0.6937 -3.1759 0.0 0.2 -0.2
H -6.3371 1.3675 4.9169 -0.3 0.0 0.0
H 5.0382 -3.2342 -0.9492 -0.2 -0.1 0.1
H 1.1627 3.6214 6.1057 0.3 -0.1 -0.3

=====

# 2
101
Properties=species:S:1:pos:R:3:forces:R:3 method="wB97M-V/def2-TZVPD" total_energy_ha=-3241.95838 lumo_energy_ha=-0.072 charge=+1 gap_ev=8.1
S -3.2178 -1.8697 0.8140 0.2 -0.1 0.1
P -1.0336 1.6940 1.3039 -0.5 0.3 0.3
P 2.8007 0.6580 0.2025 0.8 -0.1 0.2
O 1.6341 2.3588 2.2043 0.1 0.1 0.3
O 0.0413 -0.0153 -1.5355 -0.1 -0.2 -0.3
N -5.8117 -1.4685 0.7977 0.0 -0.1 -0.2
N 0.3323 -2.0915 0.9048 -0.1 0.0 -0.2
C -0.2241 -2.4744 2.0579 0.0 0.0 0.0
C -2.2195 1.2450 2.6256 0.1 -0.1 0.0
C -0.4869 3.3081 1.9913 0.3 -0.3 -0.1
C -3.7535 0.4884 4.8277 0.0 0.0 0.1
C -1.5383 3.3123 -0.8995 0.0 -0.1 0.1
C -4.3340 1.1721 3.7703 0.0 0.0 0.0
C -0.6512 -1.1984 -1.9734 -0.1 -0.2 -0.3
C 0.2947 -2.3330 -2.3473 0.1 0.2 0.2
C -1.3753 4.3646 2.1550 0.1 0.0 0.0
C -3.5734 1.5571 2.6746 0.0 0.0 0.0
C 4.7903 -1.3994 -0.2297 0.0 0.0 0.0
C 3.0021 2.3689 2.3755 0.2 0.0 -0.3
C -0.9271 5.6013 2.5837 -0.1 0.1 0.0
C 3.4447 2.6692 -1.5771 0.1 -0.1 0.0
C -3.1697 1.5856 -0.5285 0.0 0.0 0.0
C -3.3705 3.0434 -2.4307 0.0 0.0 -0.1
C 5.1256 1.7202 1.4538 -0.1 0.1 0.1
C 0.6108 -4.3938 0.3427 0.0 0.1 0.1
C 3.4159 0.4678 -2.5477 0.0 0.0 0.0
C 3.6340 1.0233 -3.8007 0.0 0.0 0.0
C 5.0216 2.9031 3.5384 0.0 0.0 0.0
C -3.8442 1.9815 -1.6748 0.0 0.0 0.0
C 0.7431 -3.0404 0.0506 0.1 -0.2 0.0
C 1.3288 4.7539 2.6640 0.1 -0.1 0.0
C 3.6484 3.2210 -2.8319 0.0 0.0 0.0
C -0.3926 -3.7966 2.4197 0.0 0.0 0.0
C -7.0738 -1.4005 0.3088 -0.1 0.0 0.0
C -2.0303 2.2705 -0.1111 0.0 0.0 -0.1
C -2.3958 0.2030 4.8035 0.0 0.0 0.0
C 5.7672 2.3398 2.5112 0.1 0.0 0.0
C -4.9447 -1.9768 -1.3329 -0.1 0.0 -0.1
C 0.4272 5.7972 2.8037 0.0 0.0 0.0
C 0.8613 3.4926 2.3125 -0.2 0.1 -0.1
C 0.0315 -4.7789 1.5388 0.0 0.0 0.0
C 5.0232 -3.2270 1.3238 0.0 0.0 0.0
C -4.7021 -1.7723 0.0529 0.0 0.1 0.2
C 3.3881 -1.5193 1.7190 0.0 0.0 -0.1
C 1.3430 -2.6053 -1.2572 -0.2 0.0 -0.1
C 3.3396 1.2858 -1.4193 -0.2 0.1 0.0
C -6.2075 -1.9086 -1.8441 0.0 0.0 0.1
C 3.7359 1.7120 1.3859 -0.5 0.1 0.1
C 5.4133 -2.5776 0.1633 0.1 0.0 -0.1
C 4.0165 -2.6872 2.1140 0.0 0.0 0.0
C 3.7481 2.3980 -3.9449 0.0 0.0 0.0
C 3.6381 2.9189 3.4813 -0.1 0.0 0.1
C -7.3113 -1.6164 -1.0087 0.0 0.0 -0.1
C 3.7583 -0.8723 0.5381 0.0 0.0 -0.1
C -2.2070 3.6976 -2.0502 0.0 0.0 0.0
C -1.6389 0.5775 3.7057 -0.1 0.1 -0.1
Li 0.3779 -0.1259 0.3321 0.1 0.0 0.1
H 0.8163 -2.0969 -3.2800 0.0 0.0 0.0
H -7.8548 -1.1745 1.0202 0.0 0.0 0.0
H 3.3135 -0.6063 -2.4487 0.0 0.0 0.0
H -3.5128 0.7288 0.0380 0.0 0.0 0.0
H -4.0947 -2.2048 -1.9580 0.0 0.0 0.0
H 2.6028 -1.0883 2.3315 0.0 -0.1 0.0
H -8.3132 -1.5692 -1.4052 0.0 0.0 0.1
H 5.6985 1.2274 0.6781 0.0 0.0 0.0
H 3.0588 3.3416 4.2908 0.0 0.0 0.0
H 5.5080 -4.1493 1.6162 0.0 0.0 0.0
H -0.5710 0.3786 3.6810 0.0 -0.1 0.1
H 2.3813 4.9324 2.8200 0.0 0.0 0.0
H -1.2856 -1.4971 -1.1428 -0.1 0.0 0.1
H -1.8206 4.5108 -2.6514 0.0 0.0 0.0
H 3.7150 0.3801 -4.6680 0.0 0.0 0.0
H 3.9193 2.8257 -4.9239 0.0 0.0 0.0
H -0.5636 -1.6786 2.7103 0.0 0.0 0.0
H 3.7285 4.2946 -2.9425 0.0 0.0 0.0
H -2.4218 4.2163 1.9195 0.0 0.0 0.0
H -3.9035 3.3565 -3.3192 0.0 0.0 0.0
H -0.3081 -3.2280 -2.5207 0.0 0.0 -0.1
H 5.1203 -0.8921 -1.1275 0.0 0.0 0.0
H 0.7942 6.7724 3.0954 0.0 0.0 0.0
H 0.4779 0.3854 -2.2960 0.1 0.1 0.2
H -4.0406 2.1068 1.8679 0.0 0.0 0.0
H -1.6252 6.4158 2.7238 0.0 0.0 0.0
H 5.5199 3.3330 4.3971 0.0 0.0 0.0
H -0.6270 3.8205 -0.6065 0.0 0.1 0.0
H 0.9691 -5.1292 -0.3654 0.0 0.0 0.0
H -0.0977 -5.8271 1.7745 0.0 0.0 0.0
H -1.2980 -0.9607 -2.8227 0.0 0.1 0.1
H 1.9097 -1.6936 -1.0875 0.1 0.0 0.0
H -4.3564 0.1890 5.6752 0.0 0.0 0.0
H -5.3879 1.4203 3.8015 0.0 0.0 0.0
H -6.3793 -2.0809 -2.8987 0.1 0.0 0.0
H 6.8480 2.3556 2.5561 0.0 0.0 0.0
H -0.8529 -4.0478 3.3647 0.0 0.0 0.0
H 2.0358 -3.3697 -1.6105 0.0 0.0 0.0
H -5.6393 -1.3285 1.7840 0.0 0.0 0.0
H -1.9269 -0.3069 5.6353 0.0 0.0 0.0
H -4.7391 1.4549 -1.9836 0.0 0.0 0.0
H 6.2130 -2.9880 -0.4404 0.0 0.0 0.0
H 3.3696 3.3095 -0.7056 0.0 0.0 0.0
H 3.7195 -3.1779 3.0323 0.0 0.0 0.0